[1]
A structure of composition C10H8F6N4O4PdS3. Source: the OMol25 dataset; level of theory: the ωB97M-V functional and the def2-TZVPD basis.

Last column: Löwdin spin population.
Geometry (Å):
Pd  -0.15763  -0.39638  -0.84900  1.38
F  0.34447  1.75686  3.79682  0.00
C  -0.32860  0.54970  3.76118  0.00
F  -1.13304  0.62444  4.76366  0.00
F  0.49851  -0.45743  3.96263  0.00
S  -1.09595  0.36407  2.09452  0.01
O  -0.07157  -0.35837  1.34335  0.04
O  -1.46237  1.68875  1.64497  0.00
N  -2.28752  -0.62831  2.47148  0.00
S  -2.47874  -1.97064  1.71690  0.00
O  -1.93864  -1.98772  0.37086  0.02
O  -3.84085  -2.32762  1.85110  0.00
C  -1.60133  -3.18923  2.78272  0.00
F  -2.07606  -4.38092  2.49899  0.00
F  -1.82247  -2.85388  4.00035  0.00
F  -0.25999  -3.22586  2.56893  0.00
S  -0.43722  -0.73723  -3.24314  0.21
C  -0.61854  1.02362  -3.10804  0.03
C  -0.92469  1.97268  -4.14699  0.01
C  -1.08432  3.31026  -3.73673  0.00
C  -0.94680  3.65514  -2.41356  0.01
C  -0.55744  2.70173  -1.45548  0.02
N  -0.39774  1.45809  -1.85631  0.14
H  -1.06936  1.71159  -5.14574  0.00
H  -1.42749  4.13550  -4.48656  0.00
H  -1.12952  4.63180  -2.12299  0.00
H  -0.50304  2.96723  -0.40722  0.00
N  2.68228  -0.72667  -1.74441  0.01
C  3.92017  -1.13531  -1.45003  0.00
C  3.93361  -1.44715  -0.09328  0.00
C  2.61239  -1.14164  0.35929  0.01
N  1.88478  -0.75666  -0.67380  0.11
H  2.20125  -0.57935  -2.63126  0.00
H  4.68393  -1.29078  -2.24692  0.00
H  4.75122  -1.81236  0.47349  0.00
H  2.13832  -1.14795  1.35020  0.00

Cartesian forces (eV/Å) of the 3 atoms listed first:
Pd -0.84 -0.68 -0.03
F 0.09 -1.26 -0.61
C 1.36 1.97 -0.13

Total energy, a.u.: -2827.41976
Lowest unoccupied orbital energy (spin up / spin down), eV: 0.12 / -1.65
Largest force on an atom, hartree/bohr: 0.0600
Multiplicity: 3
Frontier orbital gap (spin up / spin down), eV: 8.93 / 7.05

***

[2]
A cluster of 2 separate species, C4H11N3O2 in total. Source: the OMol25 dataset; level of theory: the ωB97M-V functional and the def2-TZVPD basis.

Last column: natural (NBO) charge in e.
Geometry (Å):
C  -0.74307  -2.61722  2.43077  -0.72
C  -0.34322  -1.23351  2.02071  0.80
O  -1.04787  -0.80585  0.97656  -0.73
O  0.51984  -0.57906  2.54377  -0.61
H  -0.92930  -2.74354  3.49543  0.24
H  0.11056  -3.26748  2.21415  0.24
H  -1.60928  -2.97903  1.88107  0.23
C  1.66453  1.43675  -0.31201  -0.44
C  -0.00689  0.95026  -1.86753  0.60
N  0.46107  0.76585  -0.70764  -0.57
N  -1.19956  0.37570  -2.30552  -0.83
N  0.61581  1.59519  -2.93140  -0.85
H  -0.69707  -0.00875  0.50592  0.52
H  2.48126  0.73608  -0.18936  0.21
H  1.59748  1.88558  0.69043  0.22
H  -1.64991  -0.20239  -1.60576  0.39
H  -1.06685  -0.08987  -3.18461  0.39
H  1.50121  2.03036  -2.73144  0.39
H  0.05294  2.22341  -3.48613  0.39
H  1.95617  2.35121  -0.84878  0.16

Cartesian forces (eV/Å) of the 3 atoms listed first:
C 0.09 -0.73 0.01
C -0.09 0.58 -0.04
O -0.98 -0.37 -0.47

Total energy, a.u.: -473.78853
Lowest unoccupied orbital energy, eV: 0.79
Largest force on an atom, hartree/bohr: 0.0335
Frontier orbital gap, eV: 10.19

***

[3]
A structure of composition C32H68BBr16N4O2. Source: the OMol25 dataset; level of theory: the ωB97M-V functional and the def2-TZVPD basis.

Last column: Mulliken charge in e.
Geometry (Å):
C  8.16504  0.48833  0.56821  -0.81
O  7.71090  0.00663  -0.74956  -0.34
C  6.21797  -0.04758  -0.81045  -0.57
C  5.62279  -1.58220  -0.61313  -0.48
C  4.43033  -1.96126  -1.70379  -0.64
C  2.91115  -1.59055  -1.16737  -0.33
C  1.75680  -2.67525  -1.65477  -0.58
C  0.20293  -2.11204  -1.40007  -0.35
C  -0.85161  -3.29745  -0.98741  -0.21
N  -2.25381  -3.12852  -1.52857  -0.19
C  -3.01114  -2.00609  -0.80119  -0.27
N  -3.81226  -1.21664  -1.63606  0.23
C  -4.62335  -0.02574  -1.17583  -0.27
C  -6.22373  -0.41775  -1.44306  -0.28
C  -7.26529  0.64043  -0.69383  -0.05
N  -8.48907  -0.04952  -0.09523  -0.62
N  -2.90073  -1.70177  0.67641  0.80
B  -3.98196  -2.37439  1.50281  -0.04
C  -4.40477  -1.58772  2.92272  -0.41
O  -4.70608  -3.61855  1.15259  -0.21
C  -1.59205  -2.16302  1.27888  -0.20
C  -0.99260  -3.54874  0.63742  1.16
C  0.39987  -4.08423  1.31715  -1.30
H  9.22429  0.00956  0.76483  0.27
H  7.47540  0.15578  1.46509  0.35
H  8.28523  1.65332  0.65009  0.29
H  5.93600  0.41276  -1.86758  0.30
H  5.85342  0.66091  0.07386  0.31
H  6.57080  -2.29851  -0.72687  0.30
H  5.27417  -1.66807  0.50677  0.26
H  4.68626  -1.37471  -2.68398  0.31
H  4.57820  -3.11386  -1.93999  0.31
H  2.98834  -1.49621  0.01010  0.16
H  2.65172  -0.53450  -1.65089  0.21
H  1.95954  -2.94987  -2.77492  0.33
H  1.96346  -3.65788  -1.01243  0.12
H  0.32244  -1.25814  -0.58992  0.00
H  -0.09421  -1.54363  -2.40571  0.36
H  -0.41464  -4.30951  -1.43632  0.52
H  -2.79679  -4.02199  -1.51363  0.04
H  -3.85953  -1.44437  -2.67426  0.37
H  -4.39734  0.85356  -1.94467  0.08
H  -4.41598  0.32450  -0.07779  0.15
H  -6.47166  -1.53218  -1.11844  0.25
H  -6.51038  -0.35781  -2.59914  0.32
H  -6.72214  1.20317  0.17723  0.29
H  -7.68166  1.44746  -1.44525  -0.20
H  -8.20041  -0.94789  0.36724  0.22
H  -8.79508  0.57118  0.70393  0.25
H  -5.45451  -1.90880  3.32861  -0.19
H  -4.30156  -0.43232  2.70160  0.20
H  -3.53892  -1.83317  3.70620  0.33
H  -5.59969  -3.30882  0.76908  0.26
H  -1.77409  -2.38162  2.43796  0.49
H  -0.85571  -1.24550  1.24588  -1.11
H  -1.80696  -4.39725  0.79059  -0.38
H  0.90159  -4.81268  0.51536  0.34
H  0.15801  -4.78528  2.24730  0.37
H  1.19419  -3.25634  1.54749  0.19
Br  -5.33694  3.67928  -1.82624  -0.13
C  -5.53682  3.66363  -3.76672  -0.61
C  -6.93563  4.06350  -4.17579  -0.57
Br  -8.19721  2.60263  -3.89620  -0.13
H  -5.25203  2.66575  -4.10919  0.34
H  -4.80559  4.39121  -4.13290  0.40
H  -6.97725  4.27398  -5.24860  0.35
H  -7.31916  4.92672  -3.62502  0.37
Br  9.83339  0.66212  -0.87755  0.18
C  11.65612  0.92136  -1.52261  -0.76
C  12.58366  1.31703  -0.39699  -0.58
Br  12.34290  3.19016  0.09016  -0.11
H  11.60844  1.65971  -2.32680  0.36
H  11.94917  -0.04678  -1.94093  0.36
H  13.62800  1.23723  -0.71312  0.34
H  12.43770  0.72886  0.51314  0.34
Br  -7.96162  -1.08153  5.17034  -0.06
C  -6.50991  -1.79711  6.25942  -0.44
C  -6.04188  -0.78558  7.28004  -0.58
Br  -4.92977  0.58730  6.45405  -0.15
H  -5.72302  -2.11760  5.57221  0.15
H  -6.93397  -2.67626  6.75483  0.39
H  -5.39897  -1.26152  8.02642  0.37
H  -6.86149  -0.27000  7.78798  0.36
Br  -2.43065  -8.88424  -0.25928  -0.12
C  -3.34352  -7.30103  0.42317  -0.05
C  -4.59600  -7.00731  -0.36988  -0.45
Br  -4.16767  -6.18887  -2.08761  -0.14
H  -2.61849  -6.48352  0.40972  -0.20
H  -3.59275  -7.54288  1.46122  0.39
H  -5.21619  -6.27072  0.14948  0.18
H  -5.19535  -7.89724  -0.58055  0.47
Br  14.63223  8.49015  -1.64042  -0.15
C  13.09282  7.43338  -2.20530  -0.57
C  11.91878  7.63691  -1.27572  0.09
Br  12.15840  6.65072  0.38978  -0.13
H  13.42404  6.39380  -2.26645  0.36
H  12.85492  7.79418  -3.21098  0.36
H  11.00369  7.23135  -1.71739  -0.36
H  11.75449  8.68382  -1.00637  0.40
Br  -11.08613  -0.65699  3.08121  -0.14
C  -11.08295  -2.15707  1.83406  -0.47
C  -10.71971  -3.44759  2.53157  -0.55
Br  -8.80223  -3.54933  2.87333  -0.14
H  -10.40122  -1.89525  1.02113  0.23
H  -12.10484  -2.20412  1.44461  0.36
H  -10.94047  -4.30645  1.89082  0.34
H  -11.22307  -3.57799  3.49344  0.36
Br  8.77070  6.07306  -2.20966  -0.14
C  7.35730  7.14034  -3.02748  -0.58
C  7.53670  8.61000  -2.72443  -0.57
Br  6.98533  9.02668  -0.90063  -0.12
H  6.40596  6.73612  -2.67293  0.36
H  7.44795  6.95485  -4.10244  0.35
H  6.88793  9.21645  -3.36338  0.35
H  8.56939  8.95277  -2.83224  0.33
Br  -0.92550  2.02223  -0.61410  -0.14
C  -1.56134  2.23749  1.21756  -0.10
C  -0.40782  2.34153  2.18837  -0.60
Br  0.39082  0.59430  2.52490  -0.08
H  -2.22960  1.39799  1.42451  -0.22
H  -2.14228  3.16517  1.20880  0.43
H  -0.75756  2.68748  3.16559  0.37
H  0.39453  2.99800  1.84075  0.40

Cartesian forces (eV/Å) of the 3 atoms listed first:
C -2.10 -0.65 4.31
O -3.80 -0.25 2.35
C -0.36 0.57 0.30

Total energy, a.u.: -42838.10232
Lowest unoccupied orbital energy, eV: -3.47
Largest force on an atom, hartree/bohr: 0.1772
Frontier orbital gap, eV: 6.32
Total charge: +1

***

[4]
An isolated molecule of C18H16Cl2N6. Source: the OMol25 dataset; level of theory: the ωB97M-V functional and the def2-TZVPD basis.

Last column: natural (NBO) charge in e.
Geometry (Å):
Cl  0.53281  1.29860  3.14640  0.02
Cl  -1.07278  -3.34449  0.64151  0.02
N  4.35881  -1.73520  -1.80530  -0.48
N  2.89679  0.02301  -2.24088  -0.49
N  1.06802  0.47250  -1.05840  -0.47
C  3.89448  -0.73550  -2.53354  0.55
C  0.27469  0.25519  -0.02119  0.46
C  -1.83205  -1.74312  4.20205  -0.19
C  -1.08801  -0.55389  4.20880  -0.22
C  -1.86715  -2.59110  3.11547  -0.23
C  -0.33352  -0.22393  3.09688  -0.01
C  -1.08041  -2.26669  2.00473  -0.04
C  -0.27924  -1.12829  2.01026  -0.03
C  0.52408  -0.83380  0.84823  -0.15
C  3.62770  -2.04197  -0.75521  0.16
C  1.61973  -1.65035  0.60356  -0.05
C  2.16698  -0.29685  -1.20501  0.40
C  2.47286  -1.34353  -0.42586  -0.25
N  4.65961  -0.28350  -3.53814  -0.78
N  -0.85059  1.09742  0.15232  -0.48
N  -1.62456  1.42094  -2.90429  -0.86
C  -0.74336  2.53329  -0.23955  -0.22
C  -2.17342  0.53442  -0.17260  -0.22
C  -2.53978  2.25325  -2.15595  -0.04
C  -2.12027  2.87391  -0.81944  -0.26
C  -2.99733  1.65302  -0.81182  -0.24
H  -2.42598  -2.03402  5.06089  0.22
H  -1.07239  0.08233  5.06786  0.23
H  -2.46898  -3.49392  3.15840  0.23
H  3.90817  -2.90602  -0.15445  0.19
H  1.87235  -2.50500  1.23756  0.22
H  4.42974  0.66633  -3.80334  0.40
H  5.62189  -0.53204  -3.40684  0.39
H  -1.37910  1.83503  -3.81349  0.37
H  -0.78834  1.16436  -2.36228  0.39
H  0.04213  2.66432  -0.99168  0.22
H  -0.49818  3.17278  0.62077  0.20
H  -2.08063  -0.30890  -0.85998  0.21
H  -2.71095  0.22313  0.72749  0.20
H  -3.30765  2.78429  -2.73327  0.21
H  -2.57307  3.82550  -0.50971  0.22
H  -4.06312  1.71849  -0.58098  0.22

Cartesian forces (eV/Å) of the 3 atoms listed first:
Cl -0.08 -0.66 -0.28
Cl -0.13 0.06 0.08
N 0.23 -2.24 1.38

Total energy, a.u.: -1944.44028
Lowest unoccupied orbital energy, eV: -0.12
Largest force on an atom, hartree/bohr: 0.0670
Frontier orbital gap, eV: 8.11